{
  "formula": "C31H45F2N3PSSe3SiTeTi",
  "method": "wB97M-V/def2-TZVPD",
  "symbols": ["Ti", "C", "Si", "C", "C", "C", "C", "C", "C", "N", "C", "S", "H", "H", "H", "H", "H", "H", "H", "H", "H", "H", "H", "H", "F", "C", "C", "C", "C", "C", "F", "C", "C", "C", "C", "C", "C", "N", "H", "H", "H", "H", "H", "H", "Se", "Se", "Te", "Se", "C", "C", "C", "C", "P", "N", "C", "C", "C", "C", "C", "C", "C", "C", "H", "H", "H", "H", "H", "H", "H", "H", "H", "H", "H", "H", "H", "H", "H", "H", "H", "H", "H", "H", "H", "H", "H", "H", "H", "H", "H"],
  "xyz": [[-0.038, -0.283, -0.194], [-1.925, -1.412, -6.238], [-3.242, -1.007, -4.958], [-4.680, -0.159, -5.844], [-3.930, -2.594, -4.246], [-2.538, 0.202, -3.719], [-2.749, 1.561, -3.904], [-2.219, 2.507, -3.029], [-1.500, 2.040, -1.945], [-1.262, 0.745, -1.752], [-1.718, -0.178, -2.629], [-1.146, -1.758, -2.312], [-2.318, -2.035, -7.046], [-1.102, -1.947, -5.758], [-1.517, -0.497, -6.673], [-5.142, -0.850, -6.554], [-4.374, 0.729, -6.399], [-5.442, 0.142, -5.122], [-4.468, -3.133, -5.032], [-4.625, -2.391, -3.427], [-3.137, -3.223, -3.848], [-3.345, 1.906, -4.743], [-2.375, 3.568, -3.169], [-1.084, 2.710, -1.200], [0.627, 4.737, 2.190], [-0.228, 3.706, 1.916], [0.241, 2.578, 1.289], [-0.616, 1.511, 0.985], [-1.981, 1.662, 1.332], [-2.390, 2.812, 2.005], [-3.685, 2.972, 2.428], [-1.546, 3.857, 2.307], [-2.894, 0.555, 0.986], [-4.292, 0.615, 1.050], [-5.037, -0.506, 0.740], [-4.389, -1.676, 0.387], [-3.008, -1.652, 0.303], [-2.281, -0.565, 0.563], [1.299, 2.514, 1.069], [-1.896, 4.729, 2.840], [-4.782, 1.529, 1.336], [-6.119, -0.464, 0.788], [-4.927, -2.589, 0.170], [-2.434, -2.527, 0.028], [2.077, -0.220, 1.944], [0.807, -0.507, 3.851], [-0.562, -2.654, 3.161], [0.152, -2.810, 0.803], [3.538, 1.080, -4.885], [2.508, 1.154, -3.753], [1.148, 0.708, -4.304], [2.315, 2.623, -3.350], [2.843, 0.131, -2.161], [1.588, 0.074, -1.281], [4.336, 0.961, -1.297], [4.985, -0.020, -0.310], [3.779, 2.103, -0.431], [5.449, 1.503, -2.202], [3.402, -1.597, -2.715], [4.796, -1.709, -3.343], [2.387, -2.151, -3.727], [3.306, -2.520, -1.492], [3.240, 1.783, -5.673], [3.570, 0.090, -5.336], [4.547, 1.346, -4.572], [0.797, 1.451, -5.030], [0.430, 0.642, -3.493], [1.182, -0.256, -4.804], [1.875, 3.161, -4.197], [3.247, 3.123, -3.093], [1.628, 2.701, -2.505], [4.259, -0.458, 0.374], [5.704, 0.540, 0.298], [5.532, -0.821, -0.804], [2.908, 1.751, 0.121], [3.502, 2.981, -1.007], [4.541, 2.404, 0.295], [5.896, 0.731, -2.828], [6.243, 1.906, -1.562], [5.114, 2.314, -2.847], [4.920, -1.061, -4.210], [4.934, -2.742, -3.684], [5.599, -1.495, -2.640], [2.511, -1.717, -4.719], [1.362, -1.999, -3.388], [2.554, -3.230, -3.821], [4.003, -2.273, -0.698], [3.512, -3.547, -1.818], [2.307, -2.487, -1.060]],
  "forces_ev_per_angstrom": [[0.4, -0.2, 0.3], [0.0, 0.0, 0.0], [0.2, -0.1, 0.0], [0.0, 0.0, 0.0], [-0.1, 0.0, 0.0], [-0.2, 0.2, -0.2], [-0.1, 0.0, 0.1], [0.0, 0.0, 0.1], [0.0, 0.0, -0.1], [-0.1, 0.2, 0.0], [0.2, 0.0, 0.0], [0.0, -0.1, 0.0], [0.0, 0.0, 0.0], [0.0, 0.0, 0.0], [0.0, 0.0, 0.0], [0.0, 0.0, 0.0], [0.0, 0.0, 0.0], [0.0, 0.0, 0.0], [0.0, 0.0, 0.0], [0.0, 0.0, 0.0], [0.0, 0.0, 0.0], [0.0, 0.0, 0.0], [0.0, 0.0, 0.0], [0.0, 0.0, 0.0], [-0.1, -0.1, 0.0], [0.0, 0.0, 0.0], [0.1, 0.1, 0.0], [-0.1, 0.0, -0.2], [0.0, 0.0, 0.0], [0.0, 0.1, 0.0], [0.1, 0.0, 0.0], [0.0, 0.0, 0.0], [0.0, -0.1, 0.0], [0.0, 0.0, 0.0], [0.0, 0.0, 0.0], [0.0, 0.0, 0.0], [0.0, 0.0, 0.0], [0.1, 0.1, 0.0], [-0.1, 0.0, 0.0], [0.0, 0.0, 0.0], [0.0, 0.0, 0.0], [0.0, 0.0, 0.0], [0.0, 0.0, 0.0], [0.0, 0.0, 0.0], [-0.2, 0.0, 0.0], [0.0, 0.0, -0.1], [0.0, 0.1, 0.1], [0.0, -0.2, -0.1], [0.0, 0.0, 0.0], [0.1, 0.0, 0.0], [0.0, 0.0, -0.1], [0.0, 0.0, 0.0], [-0.1, 0.1, -0.1], [0.0, 0.0, 0.2], [0.0, 0.0, 0.0], [0.0, 0.0, 0.0], [0.0, -0.1, 0.0], [0.0, 0.0, 0.1], [0.0, 0.0, 0.0], [0.0, 0.0, 0.0], [0.0, 0.0, 0.0], [0.0, 0.0, 0.0], [0.0, 0.0, 0.0], [0.0, 0.0, 0.0], [0.0, 0.0, 0.0], [0.0, 0.0, 0.0], [-0.1, 0.0, 0.0], [0.0, 0.1, 0.0], [0.0, 0.0, 0.0], [0.0, 0.0, 0.0], [0.0, 0.0, 0.0], [0.0, 0.0, 0.0], [0.0, 0.0, 0.0], [0.0, 0.0, 0.0], [0.0, 0.0, 0.0], [-0.1, 0.0, -0.1], [0.0, 0.0, 0.0], [0.0, 0.0, 0.0], [0.0, 0.0, 0.0], [0.0, 0.0, 0.0], [0.0, 0.0, 0.0], [0.0, 0.0, 0.0], [0.0, 0.0, 0.0], [0.0, 0.0, 0.0], [0.0, 0.0, 0.0], [0.0, 0.0, 0.0], [0.0, 0.0, 0.0], [0.0, 0.0, 0.0], [0.0, 0.0, 0.0]],
  "total_charge": -2,
  "e_lumo_ha": [0.1522, 0.1521],
  "orbital_gap_ev": [4.6, 4.6],
  "multiplicity": 2,
  "s_squared": 0.7562,
  "e_above_lowest_kcal_mol": 9.4,
  "total_energy_ev": -297238.520
}

{
  "formula": "C31H45IrNO2P2S4",
  "method": "wB97M-V/def2-TZVPD",
  "symbols": ["Ir", "C", "C", "S", "C", "C", "S", "H", "H", "H", "H", "H", "H", "C", "P", "C", "C", "C", "P", "C", "C", "H", "H", "H", "H", "H", "H", "H", "H", "H", "H", "H", "H", "H", "H", "H", "H", "O", "S", "C", "C", "C", "C", "S", "O", "C", "C", "C", "C", "C", "C", "C", "C", "C", "C", "C", "C", "H", "H", "H", "H", "H", "H", "H", "H", "H", "H", "H", "H", "H", "H", "H", "H", "H", "H", "C", "C", "C", "N", "C", "C", "H", "H", "H", "H", "H"],
  "xyz": [[0.513, -1.215, -0.337], [3.635, -2.474, 2.956], [2.897, -1.916, 1.775], [1.264, -2.354, 1.628], [3.532, -1.131, 0.819], [5.002, -0.826, 0.874], [2.715, -0.527, -0.527], [2.955, -2.976, 3.639], [4.144, -1.678, 3.500], [4.395, -3.191, 2.637], [5.385, -0.881, 1.890], [5.210, 0.166, 0.476], [5.561, -1.547, 0.272], [-1.344, 0.832, -2.770], [0.069, -0.260, -2.414], [1.442, 0.647, -3.183], [-0.131, -1.703, -3.518], [1.051, -2.645, -3.263], [1.127, -3.068, -1.476], [0.041, -4.513, -1.349], [2.766, -3.817, -1.296], [-1.119, 1.413, -3.664], [-1.527, 1.507, -1.933], [-2.251, 0.261, -2.962], [1.201, 0.803, -4.236], [2.387, 0.114, -3.110], [1.560, 1.616, -2.698], [-0.199, -1.385, -4.560], [-1.072, -2.200, -3.265], [1.997, -2.171, -3.533], [0.976, -3.570, -3.837], [0.446, -5.270, -2.021], [-0.979, -4.277, -1.645], [0.036, -4.916, -0.337], [2.803, -4.622, -2.032], [2.902, -4.241, -0.303], [3.561, -3.106, -1.505], [1.041, 1.185, 0.861], [2.038, 2.314, 0.933], [1.402, 3.724, 1.916], [-0.084, 4.045, 1.824], [-1.001, 3.192, 2.690], [-2.459, 3.507, 2.363], [-3.114, 2.548, 0.968], [-1.949, 2.197, 0.082], [-3.535, 1.108, 1.932], [-2.563, 0.209, 2.351], [-2.941, -0.874, 3.128], [-4.275, -1.055, 3.475], [-5.239, -0.158, 3.040], [-4.871, 0.929, 2.259], [1.997, 3.127, -0.653], [0.790, 3.305, -1.322], [0.785, 3.973, -2.536], [1.977, 4.441, -3.079], [3.178, 4.238, -2.414], [3.193, 3.577, -1.191], [1.989, 4.565, 1.546], [1.715, 3.519, 2.942], [-0.417, 3.964, 0.790], [-0.204, 5.093, 2.113], [-0.826, 3.397, 3.749], [-0.782, 2.138, 2.522], [-2.580, 4.554, 2.079], [-3.139, 3.304, 3.190], [-1.528, 0.358, 2.066], [-2.191, -1.577, 3.471], [-4.563, -1.895, 4.093], [-6.277, -0.302, 3.310], [-5.616, 1.636, 1.913], [-0.124, 2.909, -0.893], [-0.148, 4.133, -3.062], [1.968, 4.969, -4.023], [4.104, 4.592, -2.845], [4.125, 3.418, -0.662], [-4.071, -3.100, 0.381], [-3.856, -2.065, -0.516], [-2.575, -1.585, -0.689], [-1.506, -2.082, -0.044], [-1.733, -3.060, 0.844], [-2.984, -3.597, 1.077], [-5.064, -3.497, 0.542], [-4.669, -1.621, -1.072], [-2.391, -0.750, -1.340], [-0.885, -3.442, 1.392], [-3.090, -4.388, 1.805]],
  "forces_ev_per_angstrom": [[1.2, -1.4, 0.1], [0.0, 0.0, 0.0], [-0.1, -0.1, 0.0], [-0.1, 0.5, 0.0], [0.0, 0.0, -0.1], [0.0, 0.0, 0.0], [0.0, 0.0, 0.0], [0.0, 0.0, 0.0], [0.0, 0.0, 0.0], [0.0, 0.0, 0.0], [0.0, 0.0, 0.0], [0.0, 0.0, 0.0], [0.0, 0.0, 0.0], [0.0, 0.0, 0.1], [-0.2, 0.4, -0.5], [0.1, -0.1, 0.0], [0.1, -0.1, 0.1], [-0.1, 0.1, 0.1], [-0.3, 0.0, -0.5], [0.0, 0.1, 0.1], [0.0, 0.2, 0.2], [0.0, 0.0, 0.0], [0.0, 0.0, 0.0], [0.0, 0.0, -0.1], [0.0, 0.0, 0.0], [0.0, -0.1, 0.0], [0.0, -0.2, -0.1], [0.1, 0.0, 0.0], [0.0, 0.0, 0.0], [0.0, 0.0, 0.0], [0.0, 0.0, 0.0], [0.0, 0.0, 0.0], [0.0, 0.0, 0.0], [0.0, 0.0, 0.0], [0.0, 0.0, 0.0], [0.0, 0.0, 0.0], [0.0, 0.0, 0.0], [-0.9, 0.1, 0.4], [0.3, 0.2, -0.2], [-0.3, -0.3, 0.2], [0.1, 0.0, -0.2], [0.0, 0.0, 0.0], [0.0, 0.2, 0.1], [0.0, 0.0, -0.1], [-0.1, -0.2, 0.1], [0.0, -0.2, -0.1], [0.0, -0.1, -0.1], [0.0, 0.0, 0.0], [0.0, 0.0, 0.0], [0.0, 0.0, 0.0], [0.0, 0.0, 0.0], [-0.1, 0.0, -0.1], [-0.1, 0.0, 0.1], [0.1, 0.1, 0.0], [-0.1, 0.0, 0.0], [0.0, 0.0, 0.0], [0.0, 0.0, 0.0], [0.2, -0.1, 0.0], [0.0, 0.0, 0.0], [0.0, 0.1, 0.1], [0.0, 0.0, 0.0], [0.0, 0.0, 0.0], [0.0, 0.1, 0.0], [0.0, 0.0, 0.0], [0.0, 0.0, 0.0], [0.0, -0.1, -0.1], [0.0, 0.0, 0.0], [0.0, 0.0, 0.0], [0.0, 0.0, 0.0], [0.0, 0.0, 0.0], [0.0, 0.0, 0.0], [0.0, 0.0, 0.0], [0.0, 0.0, 0.0], [0.0, 0.0, 0.0], [0.0, 0.0, 0.0], [0.0, 0.0, 0.0], [0.0, -0.1, 0.1], [0.0, 0.1, 0.0], [0.1, 0.7, 0.2], [0.0, -0.2, 0.0], [0.0, 0.0, 0.0], [0.0, 0.0, 0.0], [0.0, 0.0, 0.0], [0.0, 0.0, 0.0], [0.0, 0.0, 0.0], [0.0, 0.0, 0.0]],
  "total_charge": 2,
  "e_lumo_ha": [-0.2086, -0.2667],
  "orbital_gap_ev": [7.4, 6.2],
  "multiplicity": 2,
  "s_squared": 0.7603,
  "e_above_lowest_kcal_mol": 10.2,
  "total_energy_ev": -103209.342
}